138
Properties=species:S:1:pos:R:3 method="wB97M-V/def2-TZVPD" e_tot_ev=-115051.6875 mol_weight_g_mol=884.32 lumo_energy_ha=-0.050
K -26.01349 -32.95710 0.23337
K -24.92860 -21.68700 0.13213
S -25.54428 -27.45414 0.60317
O -28.72887 -33.58905 -8.98422
O -26.33567 -26.33096 1.15312
O -31.45419 -22.02063 7.19778
O -25.03892 -28.34971 1.62789
O -34.95458 -32.21709 2.69528
O -32.99903 -26.53513 -3.27639
O -17.11241 -20.14561 0.89924
O -20.46064 -33.08059 3.94504
O -27.33470 -32.13623 7.80300
O -24.40645 -26.75755 -0.02472
O -21.45497 -30.93296 -7.65403
O -20.58750 -33.00470 1.72824
O -26.28629 -28.17336 -0.35915
N -30.85703 -24.62978 -2.72138
N -26.74560 -32.55393 -6.00364
N -18.92962 -22.25529 0.44272
N -32.28182 -31.17132 0.39613
N -21.01988 -29.39243 -5.03366
N -25.71434 -28.88865 7.49900
N -28.18688 -22.78214 5.64171
C -33.13382 -25.14437 -3.43295
C -32.90604 -29.83735 2.21740
C -34.33957 -31.99641 1.39728
C -20.24608 -32.47093 2.81827
C -29.85495 -21.44057 4.67718
C -26.58164 -29.86777 8.02963
C -32.89827 -31.29439 1.64966
C -19.44626 -31.05147 4.40815
C -27.84501 -32.62904 -6.91983
C -27.60307 -33.32769 -8.20946
C -32.51261 -22.81804 7.73846
C -32.42315 -22.82405 -2.88169
C -17.10710 -21.32552 1.73485
C -33.80242 -27.18758 -4.24711
C -36.20881 -32.79022 2.74471
C -20.45844 -29.95611 -7.38690
C -21.06818 -31.83972 -8.65975
C -27.77313 -29.25053 8.60243
C -20.07070 -32.28564 5.06144
C -27.50243 -33.33060 7.05344
C -26.97179 -30.98850 6.98567
C -19.35030 -31.26785 2.96985
C -18.54670 -23.26942 2.62084
C -28.37890 -31.17642 -7.22573
C -15.80779 -19.56998 0.93324
C -21.06035 -28.85217 -6.38067
C -29.28162 -21.89613 5.99180
C -32.24144 -24.28944 -2.51900
C -29.38902 -34.80230 -8.66889
C -20.32226 -27.50304 -6.38561
C -18.46510 -21.96333 1.79653
C -30.26517 -22.73306 6.88208
H -27.75455 -30.51963 -7.83146
H -21.62505 -32.77671 -8.66671
H -20.43003 -26.99405 -7.34343
H -26.15046 -31.16388 6.29087
H -18.41559 -23.05394 3.68126
H -25.97078 -28.79589 6.52651
H -26.93913 -31.68431 -5.52782
H -36.56815 -32.79383 3.77377
H -21.55263 -30.22729 -4.83542
H -32.84526 -30.51170 -0.12110
H -19.61564 -30.43044 -6.88411
H -16.82037 -21.11556 2.76529
H -28.32157 -29.94287 9.24117
H -34.05164 -28.19916 -3.92666
H -28.53093 -30.76738 -6.22689
H -28.72136 -32.99447 -6.38451
H -27.56180 -28.31777 9.12531
H -33.30568 -22.20988 8.17350
H -34.92206 -31.32715 0.76412
H -29.75022 -22.90172 7.82784
H -32.95919 -23.46493 6.98334
H -22.09761 -28.62652 -6.62823
H -19.06431 -21.24059 2.35035
H -31.96445 -29.29277 2.28758
H -21.39627 -28.71279 -4.38828
H -30.92230 -25.59761 -3.00270
H -34.16089 -24.81054 -3.28533
H -33.49270 -22.61882 -2.92703
H -19.24532 -27.67080 -6.37323
H -28.54210 -29.01249 7.86750
H -15.82890 -18.54056 0.57552
H -33.58982 -29.23833 1.61597
H -19.74996 -30.45644 2.36161
H -28.77469 -35.66136 -8.93854
H -20.07706 -32.26114 -8.49188
H -34.23120 -32.92149 0.83107
H -27.87205 -30.72609 6.42998
H -36.92748 -32.32851 2.06763
H -29.51687 -34.60226 -7.60507
H -32.11116 -23.46043 8.52221
H -30.46268 -24.83200 -1.81380
H -31.43260 -30.64007 0.52535
H -19.46292 -23.81722 2.40049
H -26.60857 -33.77300 6.61365
H -27.86952 -23.38764 6.38519
H -17.82582 -24.03542 2.33506
H -30.66737 -20.72523 4.80512
H -36.09373 -33.82386 2.41848
H -21.01168 -31.95107 5.49818
H -19.44441 -32.83873 5.76141
H -15.19616 -20.31323 0.42178
H -29.02656 -20.99851 4.12360
H -26.04790 -32.30950 -6.69181
H -20.14766 -29.55777 -8.35274
H -29.37110 -31.13770 -7.67535
H -20.99085 -31.51111 -9.69616
H -30.23269 -22.31620 4.14927
H -29.05154 -21.10238 6.70252
H -32.83591 -24.86134 -4.44252
H -18.35369 -31.57374 2.65159
H -18.12278 -22.43084 -0.13889
H -16.33474 -22.02941 1.42484
H -30.34620 -35.09063 -9.10338
H -26.04714 -30.35356 8.84597
H -32.53446 -24.58824 -1.51255
H -34.74349 -26.73953 -4.56606
H -15.48202 -19.59617 1.97309
H -24.84499 -29.32434 7.22601
H -32.24802 -31.87558 2.30349
H -20.60200 -26.84154 -5.56570
H -32.09750 -22.16079 -2.08036
H -28.18137 -33.17170 6.21565
H -33.23991 -29.78404 3.25364
H -30.49330 -23.70748 6.45017
H -27.04405 -34.25295 -8.06985
H -31.86102 -22.54791 -3.77379
H -19.95070 -30.12344 4.67725
H -18.43899 -31.00850 4.82247
H -19.34433 -23.17470 0.38989
H -28.38868 -23.44663 4.90835
H -33.18511 -27.36264 -5.12824
H -27.92074 -34.10480 7.69665
H -27.00917 -32.69080 -8.86504

152
Properties=species:S:1:pos:R:3 method="wB97M-V/def2-TZVPD" relative_energy_kcal_mol=45.2 e_tot_ev=-234525.0323 mol_weight_g_mol=1204.86 lumo_energy_ha=-0.193 charge=+2
As -1.05407 4.87002 -10.63531
As 7.75967 -0.75821 -0.54344
F 0.19386 -2.19269 -0.69774
F 5.14227 -11.45571 -10.48569
F -0.62410 4.52519 -8.97130
F 3.97667 -9.84228 -10.98420
F 7.19260 -2.14670 0.36412
F 6.19071 0.17799 -0.18505
F -1.88538 -1.70621 -1.20007
F 7.04806 -1.44448 -2.12307
F -1.67618 5.22204 -12.32953
F 8.53045 -0.09106 0.92723
F -0.61097 3.16442 -11.14476
F -1.57414 6.53269 -10.18370
F -1.05127 -1.32374 0.77592
F 3.70035 -10.77610 -9.04532
F 0.59765 5.54402 -11.05686
F -2.69669 4.26799 -10.27900
F 8.28791 0.67743 -1.46767
F 9.35158 -1.54809 -1.05055
O -1.12236 1.30124 -0.72619
O 6.63510 -9.91786 -8.41723
O 4.03817 2.60498 6.28164
O -5.28359 -4.47913 6.28185
O -0.05450 0.35720 -2.44367
O -7.55297 2.13029 1.58146
O 5.24838 -8.13287 -8.74600
O 2.23144 -3.33925 6.24420
O -6.85831 4.67866 -4.94136
O 3.15766 7.66170 0.39408
N 4.70800 1.45035 8.75055
N -4.07860 3.77726 -4.87391
N 3.12792 -6.13473 6.19186
N -5.56732 3.68460 2.99283
N 5.03912 6.04262 -1.22937
N -5.55320 -7.78686 4.56580
C 4.30920 -5.91479 -8.95191
C 3.35619 -5.07475 5.09922
C -4.55582 5.03546 -4.16046
C -6.33678 2.53318 3.74343
C -0.81101 -1.31769 -0.52510
C 2.02221 8.15427 1.12557
C 4.28760 -7.36495 -9.48511
C -6.00839 -5.64519 5.86756
C 2.21162 -4.13573 5.10216
C -7.60375 4.57247 -6.21306
C 0.70910 -0.72313 -3.05574
C -0.35181 0.16868 -1.07135
C -5.72765 -5.63940 3.21050
C 5.78497 1.80621 7.70581
C -7.51556 3.17772 4.62886
C 7.04424 0.90271 7.97909
C 1.16570 -2.37013 6.13367
C 5.22577 1.81033 6.33156
C 3.45255 -5.75867 3.72739
C 4.61759 -10.35486 -9.95939
C -5.62856 -3.99266 7.53389
C 0.63342 -0.43062 -4.52936
C -6.84111 1.53384 2.72881
C 5.71354 -9.34520 -9.34127
C -3.38250 5.96866 -4.20601
C 3.52286 2.79236 4.93802
C 2.80621 7.21502 -0.95848
C -7.67427 1.20915 0.42382
C 4.10232 7.01097 -1.90191
C -5.78406 5.60784 -4.93093
C -5.33652 -6.28494 4.61270
C 3.77481 6.57597 -3.33912
H -5.59084 1.96569 4.29986
H -0.36879 -0.67037 -4.88459
H 4.11424 3.49139 4.34663
H -7.15334 3.83378 5.42036
H -5.17831 -6.13087 2.40751
H 1.14196 -1.68556 6.98155
H -5.35310 -8.15712 5.48393
H 4.22370 -4.49298 5.41079
H 4.26603 -6.47116 3.59062
H 1.29065 -4.68189 4.89813
H 7.62810 1.16517 8.86131
H 0.63682 0.24824 -0.61926
H -8.31368 3.67400 4.07677
H -5.00121 4.19878 3.65255
H 1.34128 -1.05155 -5.07844
H -6.55084 -7.73343 4.41765
H 6.01736 2.12747 5.65265
H 3.81409 -6.86681 6.30731
H 5.02848 5.05405 -1.43604
H 2.53271 -6.32817 3.59446
H -7.96801 5.55809 -6.50282
H 0.82620 0.62932 -4.69503
H -5.51057 -4.57161 3.18213
H -5.01179 3.29726 2.24353
H -6.31059 4.15544 2.49687
H -7.06690 -5.48266 5.66445
H 7.70207 0.92655 7.11030
H -7.41047 0.67333 3.08017
H -6.14688 6.53676 -4.49096
H 3.49670 -5.27971 -9.30493
H 1.50820 -1.72353 5.32577
H 4.52918 -7.34947 -10.54789
H -4.81156 3.09229 -4.99089
H 5.32106 -5.50966 -8.94212
H 4.72218 6.62524 -3.87593
H -8.07998 1.74924 -0.43163
H -5.50706 -4.61824 8.41819
H 3.04414 -5.73035 7.11357
H 2.24819 -6.57471 5.96250
H 4.62993 0.44543 8.81488
H -5.50158 5.87181 -5.95006
H 5.06767 6.12120 -0.22283
H 1.76229 -0.75699 -2.77691
H 5.04222 1.72988 9.66174
H 3.32601 -7.87720 -9.45291
H -2.87514 6.21888 -5.13772
H -3.66718 3.94228 -5.78144
H -7.07458 4.13292 -7.05856
H 6.68388 -0.11991 8.09088
H 2.53037 3.24271 4.95392
H 4.52360 8.01548 -1.94167
H -5.10620 -3.05606 7.72887
H -5.94547 1.06344 2.32303
H -3.32421 3.35445 -4.35214
H 2.16528 7.93314 -1.46997
H 3.80846 1.85483 8.53304
H 2.44569 -3.55996 4.20673
H -4.25714 -6.19658 4.73606
H -8.51152 4.03441 -5.94005
H 3.66661 -5.00763 2.96699
H 4.94727 0.80040 6.03060
H -6.79569 -5.68413 2.99745
H 2.30757 6.25129 -0.85516
H -5.91487 -6.32287 6.71615
H 6.35613 -9.05181 -10.17139
H 2.40213 8.83286 1.88930
H 1.48082 7.33309 1.59532
H 3.24031 5.63038 -3.43004
H -6.75490 0.85850 -0.04510
H -3.83163 6.92653 -3.94358
H -4.85576 4.65276 -3.18492
H 1.42273 8.84556 0.53324
H 6.01811 6.19759 -1.42342
H -6.66289 -3.65652 7.60659
H 4.10267 -6.03903 -7.88889
H -2.60655 5.68747 -3.49401
H -8.29185 0.32137 0.55998
H -8.16378 2.42602 5.07927
H 6.07123 2.83023 7.94565
H 3.11667 7.29183 -3.83155
H 0.22126 -1.69433 -2.97274
H 0.11903 -2.66519 6.05940
H 3.47818 1.84566 4.39962
H -4.99021 -8.21265 3.84341